1.
# C12H30AlN3O7

C12H30AlN3O7 as an isolated structure in a non-equilibrium geometry (ωB97M-V with the def2-TZVPD basis set, the Open Molecules 2025 dataset).

Total charge: +2
HOMO energy in eV: -14.77
DFT total energy in eV: -38301.749
Gap between HOMO and LUMO in eV: 4.07
Lowest unoccupied orbital energy in hartree: -0.3930
Multiplicity: 1

Last column: Mulliken charge in e.
Element x y z (Å)
Al: 10.415 0.068 11.432  0.9744
N: 11.511 1.210 14.148  0.7133
O: 10.982 2.036 14.863  -0.5287
O: 10.822 0.425 13.502  -0.0364
O: 12.763 1.401 14.087  -0.5208
C: 9.595 -0.956 7.797  -1.1565
O: 10.438 -0.957 9.012  0.1505
C: 11.202 -2.165 9.045  -1.2277
C: 12.384 -2.274 10.098  -0.3968
N: 11.882 -2.155 11.478  -0.0172
C: 10.868 -3.129 11.927  -0.8355
C: 10.332 -2.835 13.355  -0.7331
O: 10.031 -1.454 13.590  0.0707
C: 9.348 -1.384 14.843  -1.0192
H: 8.804 -1.696 7.917  0.3042
H: 10.146 -1.025 6.860  0.4557
H: 9.078 0.004 7.783  0.3153
H: 11.628 -2.356 8.060  0.4278
H: 10.462 -2.963 9.111  0.6412
H: 13.030 -1.436 9.836  -0.0238
H: 12.937 -3.195 9.909  0.5533
H: 12.657 -2.593 11.954  0.3676
H: 11.402 -4.079 11.916  0.4514
H: 10.114 -2.990 11.153  0.4071
H: 10.919 -3.132 14.224  0.5609
H: 9.342 -3.291 13.323  0.2871
H: 9.177 -0.355 15.157  0.2782
H: 10.094 -1.735 15.557  0.4062
H: 8.357 -1.818 14.975  0.3659
C: 8.200 2.575 9.883  -0.8614
O: 9.313 1.742 9.636  0.1151
C: 10.193 2.280 8.604  -1.0967
C: 11.344 1.372 8.194  -0.7054
N: 11.958 0.603 9.300  -0.1782
C: 13.016 1.543 9.853  -0.9688
C: 13.773 0.920 10.955  -0.8456
O: 12.985 0.411 11.960  0.1932
C: 13.744 -0.356 12.955  -1.0607
H: 7.503 2.552 9.045  0.2827
H: 8.659 3.550 10.048  0.3831
H: 7.758 2.132 10.775  0.2711
H: 10.622 3.273 8.744  0.5831
H: 9.486 2.525 7.812  0.5996
H: 12.127 1.849 7.605  0.7070
H: 10.918 0.556 7.611  0.0744
H: 12.456 -0.059 8.722  0.4197
H: 12.664 2.496 10.248  0.3023
H: 13.579 1.723 8.937  0.5776
H: 14.480 1.635 11.374  0.4971
H: 14.427 0.153 10.541  0.4828
H: 12.955 -0.629 13.656  0.1891
H: 14.591 0.076 13.489  0.3433
H: 14.118 -1.248 12.451  0.4604


2.
# C6H13NO

A single C6H13NO molecule in a non-equilibrium geometry (ωB97M-V with the def2-TZVPD basis set, the Open Molecules 2025 dataset).

Structure (SMILES): C=CCCCNCO
HOMO energy in eV: -9.26
DFT total energy in eV: -9968.878
Gap between HOMO and LUMO in eV: 10.25
Lowest unoccupied orbital energy in hartree: 0.0364
Multiplicity: 1

Last column: Mulliken charge in e.
Element x y z (Å)
C: 0.218 -2.795 1.327  -0.8042
C: -1.000 -2.269 1.305  -0.1564
C: -1.376 -0.867 0.930  -0.5328
C: -0.504 -0.211 -0.133  -0.2088
C: -0.607 1.334 -0.193  -0.6480
N: 0.677 2.053 -0.143  -0.4343
C: 1.310 2.238 -1.427  -0.2820
O: 2.023 1.090 -1.943  -0.5522
H: 0.445 -3.845 1.380  0.2818
H: 1.055 -2.133 1.178  0.2172
H: -1.819 -2.924 1.589  0.3003
H: -2.406 -0.819 0.589  0.3165
H: -1.326 -0.188 1.784  0.3063
H: 0.532 -0.536 0.019  -0.0681
H: -0.699 -0.617 -1.135  0.3714
H: -1.068 1.602 -1.139  0.2637
H: -1.206 1.668 0.659  0.4705
H: 1.331 1.497 0.398  0.2581
H: 2.094 2.978 -1.265  0.2770
H: 0.584 2.510 -2.193  0.2943
H: 1.742 0.233 -1.589  0.3297


3.
# C20H33N7OPbS

C20H33N7OPbS as an isolated structure in a non-equilibrium geometry (ωB97M-V with the def2-TZVPD basis set, the Open Molecules 2025 dataset).

HOMO energy in eV: -7.36
DFT total energy in eV: -49835.338
Gap between HOMO and LUMO in eV: 7.46
Lowest unoccupied orbital energy in hartree: 0.0036
Multiplicity: 1

Last column: Mulliken charge in e.
Element x y z (Å)
Pb: 0.277 -0.017 -0.044  1.1269
C: 1.939 -0.293 -2.129  0.0433
C: 1.728 -1.646 -1.755  0.9356
C: 2.284 -1.836 -0.466  0.6201
C: 2.845 -0.609 -0.035  0.4153
C: 2.625 0.360 -1.069  0.8459
C: 3.227 1.725 -1.182  -1.5768
C: 3.783 -0.493 1.129  -1.7683
C: 2.413 -3.139 0.260  -1.8168
C: 1.254 -2.759 -2.642  -1.6754
C: 1.681 0.332 -3.464  -1.7116
H: 2.465 2.454 -1.450  0.2331
H: 3.994 1.736 -1.957  0.3362
H: 3.686 2.037 -0.248  0.3683
H: 3.341 -0.900 2.041  0.3182
H: 4.083 0.539 1.308  0.4448
H: 4.689 -1.066 0.922  0.3826
H: 3.456 -3.466 0.281  0.3403
H: 1.833 -3.915 -0.237  0.4365
H: 2.075 -3.053 1.294  0.2721
H: 0.313 -3.186 -2.300  -0.0247
H: 1.996 -3.559 -2.660  0.3794
H: 1.123 -2.408 -3.662  0.4551
H: 1.163 1.281 -3.349  0.2376
H: 1.076 -0.314 -4.095  0.4476
H: 2.624 0.526 -3.978  0.3323
N: 1.140 1.220 2.062  -0.3683
C: 0.620 2.551 2.381  -0.4857
C: -0.815 2.492 2.897  -0.8171
C: -1.854 2.359 1.789  -0.3791
N: -1.820 1.050 1.137  -0.3812
H: 1.016 0.591 2.851  0.2287
H: 2.131 1.288 1.862  0.1356
H: 0.657 3.142 1.464  0.1106
H: 1.249 3.046 3.135  0.4479
H: -1.022 3.413 3.443  0.3869
H: -0.920 1.656 3.593  0.3443
H: -1.659 3.111 1.024  -0.0238
H: -2.850 2.564 2.212  0.3919
H: -2.410 1.093 0.313  0.2356
H: -2.179 0.333 1.761  0.2112
S: -1.234 -2.135 1.621  -0.4260
C: -1.860 -2.981 0.316  0.3996
N: -1.243 -4.080 -0.126  -0.0808
C: -1.711 -4.872 -1.243  -0.8290
C: -2.492 -3.970 -2.195  -0.3692
C: -3.590 -3.270 -1.404  -0.7263
N: -2.988 -2.578 -0.285  -0.1056
H: -0.387 -4.330 0.345  0.2429
H: -2.356 -5.685 -0.883  0.3926
H: -0.848 -5.319 -1.743  0.3704
H: -2.923 -4.552 -3.006  0.4469
H: -1.825 -3.215 -2.618  0.1182
H: -4.321 -4.005 -1.044  0.2963
H: -4.111 -2.540 -2.025  0.4329
H: -3.428 -1.749 0.080  0.2038
O: -0.655 1.977 -1.250  -0.7019
N: 0.115 3.012 -1.082  0.3408
C: -0.393 4.219 -1.125  0.3760
C: -1.757 4.552 -1.294  0.1754
N: -2.886 4.748 -1.386  -0.5479
C: 0.485 5.295 -0.887  0.0959
N: 1.170 6.187 -0.655  -0.5398


4.
# C32H34BrCaGeN4O2

C32H34BrCaGeN4O2 as an isolated structure in a non-equilibrium geometry (ωB97M-V with the def2-TZVPD basis set, the Open Molecules 2025 dataset).

Total charge: -1
HOMO energy (alpha / beta) in eV: -3.32 / -3.73
DFT total energy in eV: -188788.338
Gap between HOMO and LUMO (alpha / beta) in eV: 5.50 / 5.90
Lowest unoccupied orbital energy (alpha / beta) in hartree: 0.0801 / 0.0800
Multiplicity: 1

Last column: Mulliken charge in e.
Element x y z (Å)
Ca: 10.402 11.438 10.147  2.3528
O: 11.297 12.091 8.152  -0.6098
C: 11.157 13.046 7.294  0.1510
C: 12.137 13.297 6.216  -0.6562
C: 12.014 14.307 5.277  -0.4231
C: 10.834 15.048 5.211  -0.5300
C: 9.847 14.853 6.189  -0.6902
C: 9.961 13.892 7.203  0.6209
C: 8.709 13.404 7.902  -0.4805
N: 8.467 13.115 9.139  -0.1972
C: 8.675 14.240 10.067  -0.7104
C: 10.075 14.600 10.485  -0.6604
N: 10.670 13.692 11.461  -0.1812
C: 10.251 13.598 12.680  -0.9113
C: 8.933 13.260 13.226  0.9724
C: 8.449 13.809 14.406  -0.4843
C: 7.279 13.360 15.047  -0.6413
C: 6.466 12.411 14.450  -0.5296
C: 6.845 11.890 13.220  -0.9757
C: 8.140 12.158 12.615  0.0971
O: 8.650 11.414 11.709  -0.1797
H: 13.015 12.647 6.212  0.3493
H: 12.761 14.459 4.488  0.3313
H: 10.618 15.686 4.354  0.3372
H: 8.941 15.445 6.149  0.3982
H: 7.875 13.223 7.172  0.2676
H: 8.076 14.058 10.964  0.3772
H: 8.164 15.121 9.569  0.4473
H: 10.032 15.632 10.880  0.4128
H: 10.748 14.688 9.619  0.3079
H: 10.974 13.705 13.483  0.3944
H: 9.025 14.641 14.868  0.3246
H: 7.039 13.724 16.011  0.4154
H: 5.555 12.089 14.955  0.3838
H: 6.214 11.219 12.645  0.3178
Br: 8.233 6.039 5.017  -0.2190
C: 8.859 6.756 6.667  -0.1276
C: 8.155 7.740 7.330  -1.2058
C: 8.794 8.718 8.257  1.3700
C: 10.179 8.306 8.670  -0.2053
C: 10.792 7.205 8.105  -0.7247
C: 10.154 6.416 7.136  -0.6988
N: 10.816 9.071 9.647  0.5447
C: 11.908 8.547 10.203  0.1943
C: 12.819 9.244 11.068  -0.3706
C: 13.984 8.637 11.733  -1.2724
C: 14.779 9.478 12.502  -0.0659
C: 14.460 10.847 12.569  -0.9925
C: 13.315 11.320 11.965  -0.3076
N: 12.471 10.511 11.307  -0.3844
H: 7.095 7.931 7.071  0.5628
H: 8.919 9.728 7.709  0.1872
H: 11.865 7.064 8.341  0.3791
H: 10.650 5.538 6.656  0.3026
H: 12.194 7.478 10.086  0.2648
H: 14.233 7.582 11.621  0.3933
H: 15.624 9.097 13.061  0.4102
H: 15.223 11.547 12.932  0.3003
H: 13.026 12.365 12.020  0.5474
C: 6.021 7.944 11.761  -1.4254
Ge: 7.283 7.225 10.411  0.7793
C: 6.164 6.030 9.365  -1.2843
C: 8.711 6.198 11.287  -1.3072
C: 7.937 8.921 9.495  -0.7460
H: 6.588 8.163 12.656  0.3944
H: 5.261 7.182 11.983  0.3908
H: 5.511 8.820 11.346  0.3527
H: 6.149 5.046 9.845  0.3839
H: 6.474 5.924 8.313  0.3592
H: 5.169 6.452 9.322  0.3991
H: 8.398 5.791 12.223  0.4941
H: 9.628 6.783 11.422  0.2980
H: 9.040 5.375 10.657  0.3760
H: 8.473 9.478 10.304  -0.3616
H: 7.041 9.504 9.210  0.6168


5.
# C23H27FN2O3

A single C23H27FN2O3 molecule (ωB97M-V with the def2-TZVPD basis set, the Open Molecules 2025 dataset).

Structure (SMILES): COc1ccc(C(=O)NC2CC2)cc1OC1CCN(Cc2ccc(F)cc2)CC1
HOMO energy in eV: -8.10
DFT total energy in eV: -36128.422
Gap between HOMO and LUMO in eV: 8.63
Lowest unoccupied orbital energy in hartree: 0.0194
Multiplicity: 1

Last column: Mulliken charge in e.
Element x y z (Å)
C: 2.366 3.908 -2.280  -0.9976
O: 1.832 2.944 -1.406  -0.4024
C: 0.488 2.926 -1.207  0.9304
C: -0.423 3.778 -1.809  -0.3364
C: -1.776 3.670 -1.531  -1.2989
C: -2.240 2.698 -0.663  -0.1860
C: -3.705 2.627 -0.406  0.2628
O: -4.430 3.603 -0.454  -0.6751
N: -4.175 1.383 -0.124  -0.1914
C: -5.552 1.122 0.129  -0.2329
C: -5.936 0.014 1.061  -0.6298
C: -6.190 -0.120 -0.414  -0.5802
C: -1.328 1.841 -0.041  -0.1708
C: 0.027 1.946 -0.294  0.2575
O: 1.007 1.195 0.273  -0.5001
C: 0.682 0.126 1.145  -0.2715
C: 0.194 -1.105 0.377  0.0566
C: 0.005 -2.278 1.351  -1.1703
N: 1.173 -2.603 2.134  0.2718
C: 2.117 -3.545 1.561  -1.8445
C: 2.905 -3.093 0.351  0.9724
C: 2.415 -3.308 -0.933  -0.3379
C: 3.108 -2.864 -2.045  -0.5102
C: 4.309 -2.204 -1.858  0.2408
F: 4.993 -1.770 -2.937  -0.3436
C: 4.833 -1.991 -0.597  -0.4874
C: 4.124 -2.442 0.502  -0.3917
C: 1.713 -1.443 2.805  -1.1443
C: 1.964 -0.234 1.894  -0.2619
H: 3.442 3.738 -2.280  0.2256
H: 2.161 4.926 -1.932  0.3902
H: 1.982 3.788 -3.298  0.3811
H: -0.088 4.537 -2.497  0.4298
H: -2.485 4.339 -1.992  0.4531
H: -3.559 0.589 -0.188  0.2084
H: -6.114 2.047 0.139  0.5512
H: -6.777 0.164 1.720  0.2444
H: -5.147 -0.582 1.494  0.2167
H: -7.205 -0.063 -0.773  0.2426
H: -5.570 -0.807 -0.972  0.2494
H: -1.685 1.122 0.681  0.7888
H: -0.079 0.446 1.873  0.3195
H: -0.747 -0.895 -0.134  0.5578
H: 0.941 -1.351 -0.379  -0.0189
H: -0.313 -3.169 0.806  0.3750
H: -0.792 -2.014 2.060  0.3862
H: 2.814 -3.813 2.361  0.4763
H: 1.546 -4.441 1.300  0.4634
H: 1.480 -3.833 -1.067  0.3670
H: 2.733 -3.026 -3.043  0.4457
H: 5.778 -1.483 -0.487  0.4514
H: 4.530 -2.289 1.491  0.3817
H: 2.638 -1.729 3.309  0.4231
H: 0.987 -1.152 3.574  0.3895
H: 2.291 0.619 2.489  0.5634
H: 2.738 -0.453 1.158  0.0104


6.
# C5H9NO2

A single C5H9NO2 molecule (ωB97M-V with the def2-TZVPD basis set, the Open Molecules 2025 dataset).

HOMO energy in eV: -9.70
DFT total energy in eV: -10913.721
Gap between HOMO and LUMO in eV: 10.64
Lowest unoccupied orbital energy in hartree: 0.0346
Multiplicity: 1

Last column: Mulliken charge in e.
Element x y z (Å)
C: 2.175 -0.803 -0.113  -1.2514
C: -0.247 1.871 -0.118  -1.4251
C: -1.022 -0.653 0.145  0.2956
C: 0.703 -0.604 -0.038  0.7529
N: -2.371 -0.857 0.131  -0.5071
C: -0.157 0.535 0.581  0.2656
O: -0.124 -0.712 -1.177  -0.5882
O: -0.146 -1.583 0.741  -0.5393
H: -2.884 -0.112 -0.318  0.2488
H: -2.631 -1.770 -0.222  0.2689
H: -0.089 0.612 1.667  0.4364
H: 2.604 -0.784 0.890  0.3099
H: 2.390 -1.761 -0.587  0.3485
H: 2.609 0.000 -0.712  0.3184
H: 0.635 2.473 0.098  0.3722
H: -1.122 2.421 0.228  0.3646
H: -0.320 1.727 -1.195  0.3293